Record 1
# C21H24Cl2N4O3

An isolated molecule of C21H24Cl2N4O3 (the ωB97M-V functional and the def2-TZVPD basis, OMol25).

Each line ends with the natural charge from an NBO analysis.
Geometry (Å):
C  -5.17  -1.47  -2.18  -0.251
O  -4.71  -1.10  -0.90  -0.483
C  -3.82  -0.08  -0.80  0.262
C  -3.31  0.66  -1.87  -0.279
C  -2.39  1.67  -1.65  -0.245
C  -1.96  1.98  -0.37  0.208
N  -0.96  2.95  -0.23  -0.629
C  -0.29  3.31  0.90  0.661
O  -0.61  2.99  2.03  -0.600
C  1.00  4.09  0.61  -0.298
N  2.10  3.22  0.24  -0.431
C  2.06  2.71  -1.12  -0.232
C  3.38  2.01  -1.43  -0.215
N  3.51  0.90  -0.51  -0.469
C  4.50  -0.10  -0.83  -0.305
C  4.01  -1.49  -0.39  0.676
O  4.76  -2.42  -0.17  -0.605
N  2.66  -1.52  -0.32  -0.661
C  1.79  -2.53  0.04  0.209
C  2.21  -3.81  0.41  -0.257
C  1.28  -4.77  0.76  -0.197
C  -0.07  -4.48  0.77  -0.213
C  -0.51  -3.22  0.41  -0.224
C  0.41  -2.26  0.04  -0.075
Cl  -0.15  -0.68  -0.42  -0.012
C  3.60  1.40  0.85  -0.227
C  2.31  2.13  1.18  -0.237
C  -2.48  1.27  0.71  -0.271
C  -3.38  0.26  0.49  -0.053
Cl  -4.00  -0.65  1.82  0.026
H  -5.70  -0.65  -2.66  0.176
H  -4.35  -1.80  -2.82  0.177
H  -5.85  -2.30  -2.01  0.205
H  -3.62  0.44  -2.88  0.225
H  -2.00  2.21  -2.50  0.207
H  -0.64  3.35  -1.10  0.397
H  1.29  4.61  1.53  0.225
H  0.85  4.83  -0.18  0.202
H  1.91  3.55  -1.80  0.199
H  1.24  1.98  -1.26  0.174
H  3.36  1.63  -2.45  0.204
H  4.20  2.73  -1.33  0.176
H  5.48  0.09  -0.37  0.208
H  4.65  -0.15  -1.91  0.224
H  2.23  -0.61  -0.51  0.442
H  3.26  -4.02  0.40  0.256
H  1.62  -5.75  1.05  0.217
H  -0.79  -5.23  1.05  0.216
H  -1.56  -2.97  0.41  0.232
H  3.72  0.55  1.53  0.213
H  4.45  2.08  0.97  0.179
H  2.36  2.56  2.19  0.218
H  1.47  1.41  1.16  0.182
H  -2.15  1.50  1.71  0.275

## Properties
Molecular weight   451.4 g/mol
Charge   0
Highest occupied orbital energy   -8.223 eV
Structure (SMILES)   COc1ccc(NC(=O)CN2CCN(CC(=O)Nc3ccccc3Cl)CC2)cc1Cl
LUMO   0.49 eV
Spin multiplicity   1

Record 2
# C3H6NO2

The ion C3H6NO2 with charge -1 at a distorted geometry (the ωB97M-V functional and the def2-TZVPD basis, OMol25).

Each line ends with the natural charge from an NBO analysis.
Geometry (Å):
C  0.09  1.83  0.31  -0.721
C  -0.56  0.43  0.35  0.656
O  -1.75  0.19  0.33  -0.678
N  0.38  -0.55  0.45  -0.725
C  0.02  -1.94  -0.53  0.209
O  1.03  -2.67  -0.76  -0.844
H  -0.66  2.60  0.49  0.203
H  0.56  2.06  -0.65  0.210
H  0.84  1.88  1.09  0.208
H  1.31  -0.20  0.29  0.338
H  -0.86  -2.23  0.06  0.094
H  -0.41  -1.39  -1.42  0.050

## Properties
Molecular weight   88.1 g/mol
Relative energy (zero: lowest compared OMol25 entry of this formula, charge and spin)   38.20 kcal/mol
Charge   -1
Highest occupied orbital energy   -3.122 eV
Structure (SMILES)   CC(=O)NC[O-]
LUMO   4.04 eV
Spin multiplicity   1

Record 3
# C25H58GeN2O5ScSi

A structure of composition C25H58GeN2O5ScSi at a distorted geometry (the ωB97M-V functional and the def2-TZVPD basis, OMol25).

Each line ends with the Mulliken charge.
Geometry (Å):
Sc  0.32  1.30  0.19  -0.952
C  -3.98  -0.65  0.77  -0.683
N  -3.25  -0.25  1.98  0.307
C  -3.79  -0.73  3.26  -1.050
C  -2.14  0.44  1.91  0.490
O  -1.69  0.89  0.82  -0.223
C  -1.34  0.72  3.16  -1.466
O  0.00  0.96  2.81  0.025
C  0.94  -0.11  3.07  -2.209
C  1.19  -0.96  1.81  1.882
O  1.44  -0.04  0.77  0.833
N  2.35  -1.87  2.00  0.895
C  3.42  -1.74  1.02  -1.329
C  2.90  -2.00  3.34  -1.403
H  -4.15  -1.72  0.80  0.415
H  -4.94  -0.13  0.72  0.347
H  -3.40  -0.40  -0.11  -0.039
H  -4.84  -0.94  3.12  0.419
H  -3.29  -1.65  3.57  0.305
H  -3.69  0.03  4.03  0.397
H  -1.74  1.63  3.62  0.393
H  -1.42  -0.08  3.89  0.633
H  1.86  0.38  3.39  0.114
H  0.57  -0.72  3.89  0.648
H  3.02  -1.67  0.01  0.162
H  4.06  -0.86  1.19  0.336
H  4.05  -2.62  1.08  0.443
H  2.13  -2.23  4.08  0.387
H  3.60  -2.84  3.34  0.434
H  3.47  -1.12  3.68  0.262
C  0.67  4.63  -0.69  -0.477
O  0.06  3.73  0.25  -0.031
C  0.26  4.11  1.61  -0.563
C  1.70  3.89  2.00  -0.667
O  2.04  2.61  1.48  0.173
C  3.35  2.19  1.87  -0.883
H  0.42  5.65  -0.42  0.368
H  0.27  4.39  -1.66  -0.150
H  1.76  4.50  -0.70  0.228
H  -0.39  3.48  2.20  -0.107
H  -0.03  5.15  1.76  0.567
H  1.80  3.91  3.08  0.472
H  2.36  4.65  1.57  0.424
H  3.41  2.11  2.96  0.364
H  4.10  2.91  1.52  0.485
H  3.53  1.22  1.42  -0.110
C  1.19  2.27  -3.51  -1.435
Si  -0.03  1.17  -2.55  1.133
C  0.38  -0.61  -3.17  2.495
C  -0.70  -1.62  -2.78  -1.643
C  1.69  -1.02  -2.48  -2.220
C  0.62  -0.69  -4.69  -1.861
C  -1.78  1.81  -3.11  2.508
C  -1.99  1.70  -4.62  -2.001
C  -2.92  1.08  -2.38  -1.793
C  -1.88  3.29  -2.72  -2.007
H  1.14  2.05  -4.58  0.393
H  2.22  2.12  -3.18  0.362
H  0.97  3.34  -3.39  0.381
H  -0.98  -1.54  -1.73  -0.087
H  -0.33  -2.64  -2.95  0.499
H  -1.60  -1.50  -3.39  0.375
H  1.57  -1.08  -1.40  0.144
H  2.50  -0.32  -2.70  0.367
H  2.01  -2.01  -2.84  0.586
H  -0.23  -0.35  -5.27  0.273
H  0.82  -1.73  -4.97  0.545
H  1.49  -0.10  -4.99  0.402
H  -2.09  0.66  -4.93  0.373
H  -1.18  2.15  -5.19  0.335
H  -2.92  2.21  -4.90  0.499
H  -2.95  0.02  -2.62  0.266
H  -3.88  1.52  -2.68  0.560
H  -2.82  1.20  -1.30  0.132
H  -1.16  3.90  -3.27  0.371
H  -1.72  3.45  -1.65  0.168
H  -2.88  3.67  -2.96  0.539
C  -1.60  -4.30  0.61  -1.407
Ge  0.21  -3.74  1.12  0.807
C  0.68  -4.66  2.78  -1.361
C  1.39  -4.18  -0.35  -0.986
C  -0.07  -1.81  1.47  -0.816
H  -1.62  -5.36  0.34  0.439
H  -1.95  -3.73  -0.26  0.312
H  -2.31  -4.16  1.43  0.348
H  0.42  -5.72  2.69  0.441
H  0.12  -4.25  3.62  0.386
H  1.74  -4.58  2.99  0.323
H  1.32  -5.26  -0.52  0.515
H  2.43  -3.93  -0.14  0.314
H  1.08  -3.66  -1.26  0.030
H  -0.80  -1.79  2.29  0.544
H  -0.57  -1.41  0.59  -0.413

## Properties
Molecular weight   612.4 g/mol
Charge   +1
Highest occupied orbital energy   -9.808 eV
LUMO   -2.25 eV
Spin multiplicity   1

Record 4
# C4H3FOS2

An isolated molecule of C4H3FOS2 at a distorted geometry (the ωB97M-V functional and the def2-TZVPD basis, OMol25).

Each line ends with the natural charge from an NBO analysis.
Geometry (Å):
C  0.69  1.66  0.52  -0.363
C  0.25  1.03  -0.53  0.305
F  0.23  1.67  -1.72  -0.321
C  -0.18  -0.37  -0.65  -0.229
S  -0.06  -1.16  -2.07  0.121
C  -0.68  -1.13  0.60  0.134
O  -0.49  -2.45  0.48  -0.645
S  -1.46  -0.45  1.81  0.045
H  0.74  1.17  1.47  0.227
H  1.05  2.70  0.49  0.231
H  -0.09  -2.66  -0.40  0.494

## Properties
Molecular weight   150.2 g/mol
Relative energy (zero: lowest compared OMol25 entry of this formula, charge and spin)   2.90 kcal/mol
Charge   0
Highest occupied orbital energy   -9.143 eV
Structure (SMILES)   C=C(F)C(=S)C(O)=S
LUMO   -1.97 eV
Spin multiplicity   1

Record 5
# C28H39ClFNS

An isolated molecule of C28H39ClFNS at a distorted geometry (the ωB97M-V functional and the def2-TZVPD basis, OMol25).

Each line ends with the Mulliken charge.
Geometry (Å):
C  8.11  -2.95  1.75  -1.144
C  6.81  -2.03  1.82  -0.504
C  6.39  -1.45  0.39  -0.322
C  6.35  0.12  0.49  -0.804
C  5.69  0.83  -0.77  -0.727
C  4.13  0.63  -0.82  -0.064
C  3.60  1.32  -2.16  -0.894
C  2.55  2.47  -1.81  -0.876
C  1.07  1.88  -1.67  -0.579
C  0.56  1.87  -0.16  -0.234
C  -0.21  3.21  0.22  -0.678
C  -1.00  3.09  1.60  -0.758
C  -2.54  2.77  1.40  -0.777
C  -2.84  1.20  1.56  -0.090
C  -3.74  1.03  2.84  -0.918
C  -4.53  -0.35  2.89  -1.027
C  -5.42  -0.43  1.61  0.238
C  -6.48  0.59  1.44  -0.503
C  -7.26  0.49  0.19  -0.653
C  -6.99  -0.55  -0.80  0.538
Cl  -8.03  -0.49  -2.28  -0.210
C  -5.94  -1.57  -0.64  -0.495
C  -5.17  -1.46  0.62  0.582
S  -3.87  -2.74  0.82  -0.278
C  -3.23  -2.82  -0.90  0.739
C  -1.81  -2.98  -1.18  -0.635
C  -1.33  -3.04  -2.56  -0.443
C  -2.33  -2.90  -3.62  -0.577
C  -3.76  -2.72  -3.33  0.639
F  -4.60  -2.62  -4.41  -0.286
C  -4.27  -2.70  -1.95  -0.350
N  -5.68  -2.56  -1.66  -0.206
H  9.03  -2.32  1.58  0.272
H  7.97  -3.72  0.95  0.315
H  8.19  -3.48  2.73  0.358
H  5.97  -2.60  2.29  0.336
H  7.07  -1.17  2.49  0.290
H  7.16  -1.83  -0.35  0.279
H  5.41  -1.90  0.07  0.231
H  5.87  0.42  1.46  0.384
H  7.42  0.48  0.52  0.271
H  6.19  0.51  -1.73  0.348
H  5.87  1.93  -0.63  0.285
H  3.89  -0.47  -0.85  0.185
H  3.61  1.06  0.09  0.123
H  4.48  1.76  -2.71  0.402
H  3.09  0.57  -2.82  0.379
H  2.54  3.23  -2.64  0.397
H  2.82  3.00  -0.86  0.396
H  1.02  0.84  -2.10  0.363
H  0.40  2.55  -2.27  0.374
H  -0.15  1.01  0.02  0.029
H  1.48  1.81  0.47  0.159
H  -0.88  3.57  -0.61  0.400
H  0.60  3.98  0.40  0.244
H  -0.57  2.26  2.23  0.375
H  -0.91  4.09  2.10  0.376
H  -2.82  3.07  0.35  0.350
H  -3.22  3.35  2.08  0.426
H  -3.34  0.89  0.60  0.152
H  -1.88  0.61  1.62  0.290
H  -4.48  1.87  2.98  0.400
H  -3.04  1.01  3.73  0.342
H  -3.75  -1.16  2.96  0.323
H  -5.16  -0.43  3.82  0.383
H  -6.65  1.40  2.19  0.355
H  -8.04  1.28  0.05  0.351
H  -1.12  -3.05  -0.29  0.334
H  -0.24  -3.19  -2.73  0.389
H  -1.96  -2.93  -4.67  0.366
H  -6.10  -3.47  -1.43  0.262

## Properties
Molecular weight   476.1 g/mol
Charge   0
Highest occupied orbital energy   -8.411 eV
Structure (SMILES)   CCCCCCCCCCCCCCCCc1ccc(Cl)c2c1Sc1cccc(F)c1N2
LUMO   0.51 eV
Spin multiplicity   1

Record 6
# C10H13NO

An isolated molecule of C10H13NO at a distorted geometry (the ωB97M-V functional and the def2-TZVPD basis, OMol25).

Each line ends with the natural charge from an NBO analysis.
Geometry (Å):
C  1.94  0.33  -2.88  -0.342
C  1.59  0.95  -1.62  -0.233
C  0.99  -0.29  -3.58  0.174
C  0.29  0.96  -1.26  -0.030
C  -1.23  -0.94  -0.31  0.369
C  -0.21  1.26  0.12  -0.413
C  -0.70  0.34  -2.10  0.089
C  -0.56  -0.12  0.75  -0.176
C  0.72  -0.84  1.16  -0.596
C  -1.48  0.07  1.96  -0.593
N  -1.92  -1.94  -0.43  -0.672
O  -0.32  -0.30  -3.27  -0.462
H  2.97  0.32  -3.21  0.225
H  2.37  1.34  -0.98  0.213
H  1.18  -0.84  -4.50  0.196
H  0.54  1.78  0.72  0.220
H  -1.11  1.87  0.07  0.214
H  -1.70  0.73  -2.17  0.199
H  1.24  -0.27  1.93  0.208
H  1.38  -0.95  0.30  0.225
H  0.50  -1.83  1.56  0.214
H  -1.71  -0.89  2.42  0.207
H  -2.41  0.55  1.67  0.213
H  -0.98  0.70  2.70  0.211
H  -2.23  -2.49  0.38  0.341

## Properties
Molecular weight   163.2 g/mol
Relative energy (zero: lowest compared OMol25 entry of this formula, charge and spin)   79.01 kcal/mol
Charge   0
Highest occupied orbital energy   -6.443 eV
LUMO   0.77 eV
Spin multiplicity   1

Record 7
# C14H16N4O4

An isolated molecule of C14H16N4O4 at a distorted geometry (the ωB97M-V functional and the def2-TZVPD basis, OMol25).

Each line ends with the natural charge from an NBO analysis.
Geometry (Å):
C  0.06  -3.90  -0.66  -0.665
C  0.31  -2.50  -0.07  -0.144
C  0.04  -2.19  1.22  0.154
N  -0.56  -3.11  2.16  -0.859
C  0.38  -0.88  1.74  0.249
O  0.49  -0.57  3.03  -0.667
C  0.82  0.12  0.86  -0.101
C  1.10  1.57  1.03  -0.134
C  1.12  2.30  2.27  -0.090
O  -0.14  2.77  2.67  -0.520
C  -0.14  3.51  3.79  0.871
N  -1.31  3.95  4.19  -0.828
O  0.84  3.84  4.35  -0.642
C  1.40  1.99  -0.20  0.200
N  1.18  0.98  -1.13  -0.366
C  0.84  -0.18  -0.49  0.139
C  0.74  -1.50  -0.99  0.262
O  0.83  -1.85  -2.36  -0.692
C  1.00  1.59  -2.53  -0.212
C  1.28  3.09  -2.32  -0.104
N  2.59  3.44  -1.81  -0.564
C  1.55  3.35  -0.82  -0.102
H  1.03  -4.24  -1.08  0.234
H  -0.13  -4.64  0.12  0.219
H  -0.79  -3.82  -1.26  0.218
H  -1.09  -2.73  2.88  0.380
H  -0.86  -3.96  1.83  0.371
H  0.76  -1.40  3.39  0.478
H  1.65  1.86  3.07  0.214
H  1.77  3.19  2.03  0.183
H  -2.06  3.57  3.63  0.394
H  -1.35  4.08  5.19  0.410
H  0.46  -2.82  -2.42  0.487
H  0.12  1.54  -3.03  0.207
H  1.88  1.19  -3.13  0.219
H  0.47  3.80  -2.67  0.212
H  2.79  4.43  -2.00  0.366
H  1.06  4.25  -0.39  0.221

## Properties
Molecular weight   304.3 g/mol
Relative energy (zero: lowest compared OMol25 entry of this formula, charge and spin)   76.20 kcal/mol
Charge   0
Highest occupied orbital energy   -6.768 eV
Structure (SMILES)   Cc1c(N)c(O)c2c(COC(N)=O)c3n(c2c1O)C[C@@H]1N[C@H]31
LUMO   0.62 eV
Spin multiplicity   1

Record 8
# C34H16ClF6MnN9O8S2

A structure of composition C34H16ClF6MnN9O8S2 (the ωB97M-V functional and the def2-TZVPD basis, OMol25).

Each line ends with the Mulliken charge.
Geometry (Å):
Mn  0.05  0.31  -0.20  -0.275
C  5.24  3.93  -1.25  -0.665
C  4.34  4.76  -1.92  -0.719
C  3.04  4.34  -2.21  -0.348
C  2.69  3.08  -1.76  0.434
C  1.46  2.33  -1.89  0.459
N  1.57  1.09  -1.28  -0.612
C  2.88  1.01  -0.85  0.266
N  3.47  -0.05  -0.39  -0.473
C  2.76  -1.14  -0.26  -0.056
C  3.38  -2.43  0.01  0.379
C  4.70  -2.81  0.08  -0.260
C  4.94  -4.14  0.43  -0.762
C  3.89  -5.02  0.72  -0.686
C  2.56  -4.61  0.66  -0.318
C  2.34  -3.30  0.29  0.495
C  1.11  -2.52  0.18  -0.136
N  -0.03  -3.03  0.56  -0.336
C  -1.13  -2.36  0.34  0.325
N  -1.22  -1.18  -0.37  0.190
C  -2.56  -1.00  -0.61  0.408
N  -3.08  -0.13  -1.45  -0.557
C  -2.30  0.70  -2.07  0.150
N  -0.97  1.00  -1.80  0.373
C  -0.65  2.05  -2.62  0.008
N  0.44  2.77  -2.58  -0.500
C  -1.75  2.37  -3.52  0.086
C  -1.87  3.31  -4.52  -0.302
C  -3.10  3.35  -5.18  -0.732
C  -4.14  2.50  -4.83  -0.735
C  -4.01  1.56  -3.80  -0.176
C  -2.79  1.52  -3.17  0.237
C  -3.35  -1.98  0.11  0.241
C  -4.71  -2.14  0.25  -0.167
C  -5.13  -3.18  1.10  -0.781
C  -4.22  -4.01  1.74  -0.814
C  -2.84  -3.86  1.55  -0.130
C  -2.44  -2.83  0.73  0.146
N  1.39  -1.23  -0.26  0.013
C  3.59  2.26  -1.10  0.473
C  4.88  2.65  -0.84  -0.379
H  6.24  4.29  -1.05  0.457
H  4.67  5.74  -2.23  0.444
H  2.35  4.97  -2.74  0.589
H  5.50  -2.12  -0.11  0.598
H  5.95  -4.50  0.50  0.448
H  4.12  -6.04  1.00  0.462
H  1.74  -5.27  0.90  0.584
H  -1.06  3.98  -4.78  0.590
H  -3.25  4.07  -5.98  0.447
H  -5.08  2.57  -5.37  0.444
H  -4.82  0.91  -3.52  0.591
H  -5.42  -1.49  -0.24  0.583
H  -6.19  -3.32  1.27  0.464
H  -4.59  -4.79  2.39  0.460
H  -2.13  -4.51  2.04  0.596
H  5.58  1.99  -0.33  0.594
O  -1.02  2.95  2.29  -0.555
Cl  -0.92  2.56  0.95  2.229
O  -1.38  3.51  0.02  -0.697
O  0.49  2.15  0.60  -0.575
O  -1.57  1.23  0.68  -0.632
F  2.22  1.34  3.03  -0.203
C  2.14  0.07  3.39  0.499
F  2.49  -0.08  4.64  -0.212
F  2.98  -0.64  2.60  -0.164
S  0.45  -0.59  3.10  1.078
O  0.27  -0.20  1.66  0.318
O  0.52  -2.01  3.24  -0.706
N  -0.40  0.27  4.02  -0.548
S  -1.65  -0.23  4.92  1.091
O  -1.63  -1.64  5.13  -0.575
O  -1.84  0.71  5.96  -0.627
C  -3.04  0.01  3.74  0.682
F  -4.15  -0.48  4.25  -0.208
F  -3.22  1.29  3.42  -0.206
F  -2.77  -0.66  2.59  -0.101

## Properties
<S²>   0.848
Molecular weight   947.1 g/mol
Relative energy (zero: lowest compared OMol25 entry of this formula, charge and spin)   0.00 kcal/mol
Charge   +2
Highest occupied orbital energy (alpha / beta)   -14.972 / -14.968 eV
LUMO (alpha / beta)   -9.10 / -9.13 eV
Spin multiplicity   2

no.,E (hartree)
1,-2179.7938
2,-323.1574
3,-4600.0682
4,-1125.6432
5,-2103.1836
6,-518.7170
7,-1062.9924
8,-5405.9009